Entry 1:
The following is a quantum chemistry calculation of C25H31N3O as an isolated structure, from the Open Molecules 2025 dataset.

The geometry in XYZ format:
```
60
Properties=species:S:1:pos:R:3:mulliken_charge:R:1
C -7.42028 2.22422 1.67161 -1.236
C -6.61537 1.31880 0.62736 0.675
N -5.49087 0.80084 0.92138 -0.968
N -5.23747 -0.05224 -0.14694 0.530
C -6.14936 -0.03582 -1.29938 0.777
C -7.19623 0.92004 -0.63792 -1.131
H -8.08390 1.23935 -1.06203 0.467
C -6.04774 -0.43896 -2.62077 -1.491
H -6.58861 0.19501 -3.32007 0.347
H -6.43908 -1.49766 -2.55222 0.276
H -5.03561 -0.34304 -2.75588 0.465
C -4.21641 -0.67338 -0.16272 0.459
C -3.02998 -0.44355 0.57376 -0.212
C -1.84230 -0.87359 0.82673 0.324
C -1.74187 -2.19447 0.00058 -0.280
C -2.85739 -2.72268 -0.47589 -0.784
C -3.94798 -2.16247 -0.64106 -0.098
H -4.84958 -2.48410 -1.14983 0.272
H -2.58206 -3.53741 -1.16218 0.265
H -0.82528 -2.66275 0.31384 0.405
C -0.76163 -0.43394 1.51195 -1.462
N 0.41290 -0.42139 1.01760 0.931
C 0.53141 0.49400 -0.22310 -1.722
C 1.70233 0.17865 -0.97292 -1.084
H 1.69611 -0.71612 -1.78322 0.355
H 1.85209 0.84965 -1.99373 0.323
C 3.09252 0.08309 -0.37120 2.405
C 3.00631 -0.39383 0.88680 -2.407
C 1.60852 -0.30840 1.81008 -1.056
H 1.67460 -0.98806 2.62823 0.512
H 1.70797 0.87241 2.04132 0.241
H 3.80075 -0.39694 1.43502 0.863
H 2.99265 -1.57201 0.66664 0.372
C 3.33965 1.61586 -0.06726 -0.937
O 3.45149 2.41215 -1.24225 -0.624
H 3.68992 3.60288 -0.98869 0.396
H 4.31572 1.81779 0.37085 0.581
H 2.54479 2.17561 0.82817 0.218
C 4.20825 -0.23278 -1.24209 -0.949
C 5.46749 -0.06738 -0.52730 0.797
C 6.46330 0.84904 -0.65045 0.088
C 7.48716 1.09310 0.02770 -0.483
C 7.99641 -0.05466 0.61343 -0.023
C 7.26509 -1.28193 0.79252 -0.902
C 5.96550 -1.17008 0.09388 -0.499
H 5.63089 -2.18619 0.29386 0.275
H 7.75991 -2.06465 1.41849 0.356
H 9.19695 -0.08735 1.09036 0.130
H 8.26167 1.99213 -0.47159 0.203
H 5.89275 1.79413 -1.38957 0.073
H 4.02759 -1.26809 -1.55224 0.577
H 4.24923 0.34904 -2.23214 0.327
H -0.17457 0.24651 -0.96787 0.389
H 0.56861 1.35266 0.14252 0.779
H -0.81524 0.53670 2.04334 0.496
H -0.56754 -0.94905 2.71235 0.287
H -3.21068 0.62246 1.12006 0.088
H -8.56239 1.86921 1.82577 0.222
H -6.89570 2.35020 2.54625 0.434
H -7.39406 3.21968 1.47164 0.367
```

As for the total charge: 0. The orbital gap is 7.390 eV. The calculation puts the calculated total energy at -1209.98023 Eh. As for the relative energy (zero: lowest compared OMol25 entry of this formula, charge and spin): 1986.93 kJ/mol.



Entry 2:
The following is a quantum chemistry calculation of a 17-piece molecular cluster, C28H32Cl48F9IN2O2P overall, from the Open Molecules 2025 dataset.

The geometry in XYZ format:
```
123
Properties=species:S:1:pos:R:3:mulliken_charge:R:1
N -2.00425 0.87794 6.78877 -0.602
P -2.44401 0.82125 5.14660 0.443
O -3.48933 2.07671 5.06335 -0.431
C -0.83543 1.50452 4.33171 0.495
C -1.10825 2.75114 3.48179 -1.035
C -1.64442 2.53769 2.07072 0.269
O -1.19008 3.19057 1.15173 -0.541
I -3.23378 1.17560 1.65075 0.038
C -0.07027 0.39662 3.58330 -1.400
C 1.28818 0.12641 4.37556 0.435
C 1.65049 -1.34120 4.10800 -1.306
C 2.37027 -2.02624 5.28829 -1.337
C 1.55576 -3.03115 6.05750 0.786
F 2.34385 -3.52821 7.02683 -0.329
F 0.53093 -2.40157 6.68221 -0.300
C 1.02775 -4.25633 5.23515 0.567
F 1.31398 -5.35472 5.92298 -0.330
F 1.68302 -4.31961 4.08230 -0.243
C -0.49574 -4.31163 5.02894 0.614
F -1.04815 -4.56012 6.22477 -0.300
F -0.98750 -3.14271 4.58707 -0.123
C -0.97043 -5.44630 4.07967 0.420
F -2.26555 -5.20524 3.79628 -0.265
F -0.29938 -5.46270 2.92708 -0.239
F -0.89296 -6.62617 4.68317 -0.192
C 0.87351 0.51386 5.76406 -1.081
N 0.13229 1.80371 5.45528 -0.238
H -2.77632 0.53279 7.34001 0.315
H -1.83167 1.82890 7.10746 0.180
H -3.94344 2.02477 4.21184 0.162
H -1.72657 3.45869 4.01779 0.500
H -0.15141 3.23713 3.32308 0.483
H 0.25102 0.67109 2.59096 0.378
H -0.75873 -0.43556 3.58981 0.639
H 1.99445 0.82860 3.96331 0.438
H 2.33548 -1.35161 3.27460 0.545
H 0.78687 -1.88262 3.77406 0.621
H 2.64294 -1.27547 6.01525 0.600
H 3.29139 -2.47171 4.95753 0.466
H 1.69388 0.85934 6.37939 0.475
H 0.23605 -0.16807 6.29507 0.398
H 0.85758 2.38243 5.01477 0.521
H -0.16214 2.37267 6.24438 0.492
C -1.76894 -2.34040 -0.74887 0.043
Cl -1.59958 -2.29848 -2.48983 -0.070
Cl -0.55468 -1.30058 0.02379 -0.097
Cl -3.39692 -1.87183 -0.25416 -0.140
H -1.59398 -3.34910 -0.41624 0.242
C -4.32345 4.81539 0.02272 0.170
Cl -4.86458 4.28025 1.62306 -0.073
Cl -5.28594 4.05796 -1.24470 -0.129
Cl -4.37613 6.57033 -0.09565 -0.099
H -3.29607 4.49664 -0.09995 0.154
C 1.79519 -3.91893 -3.70669 -0.111
Cl 1.31249 -4.50389 -2.10560 -0.105
Cl 0.84657 -4.69847 -4.96930 -0.102
Cl 1.65870 -2.16557 -3.81362 -0.093
H 2.83386 -4.18245 -3.85262 0.415
C -4.22792 6.51913 -3.96166 0.494
Cl -4.02022 5.87740 -5.58943 -0.107
Cl -2.83756 7.50503 -3.49760 -0.128
Cl -5.72010 7.44730 -3.83549 -0.109
H -4.29052 5.68762 -3.27520 -0.164
C 5.10358 -1.81413 -6.70709 -0.004
Cl 5.45410 -0.61193 -5.46485 -0.132
Cl 3.59057 -2.64766 -6.35438 -0.082
Cl 5.02178 -1.06094 -8.29897 -0.135
H 5.90566 -2.53859 -6.71328 0.331
C 3.13031 1.99441 -9.15467 0.587
Cl 3.59767 3.25218 -8.01118 -0.121
Cl 1.49171 1.43015 -8.83139 -0.121
Cl 3.27728 2.56875 -10.81609 -0.079
H 3.79988 1.15760 -9.02377 -0.238
C 5.08793 -6.37345 4.03189 0.015
Cl 5.70146 -5.37851 2.70687 -0.144
Cl 6.39935 -7.22548 4.83663 -0.057
Cl 4.17988 -5.38166 5.18027 -0.088
H 4.41035 -7.10588 3.61555 0.285
C -8.31392 2.63685 2.00521 0.067
Cl -9.87483 2.16531 2.68943 -0.136
Cl -7.00062 1.93326 2.96415 -0.122
Cl -8.14651 2.15966 0.32280 -0.083
H -8.23068 3.71335 2.06478 0.261
C -2.76389 -9.14107 2.63260 0.313
Cl -4.30478 -9.71364 3.26540 -0.119
Cl -1.44755 -9.51913 3.74644 -0.127
Cl -2.44760 -9.81557 1.03507 -0.125
H -2.82222 -8.06563 2.53542 0.051
C 9.37716 -9.04085 7.21998 0.008
Cl 8.37281 -10.37966 7.77641 -0.094
Cl 9.11259 -8.73767 5.50194 -0.114
Cl 9.06127 -7.58629 8.16446 -0.117
H 10.41306 -9.31620 7.35868 0.332
C 3.91990 4.37168 -14.36883 0.235
Cl 4.01200 3.89496 -16.06384 -0.127
Cl 5.27896 5.40781 -13.93344 -0.118
Cl 2.38591 5.16936 -14.02193 -0.105
H 3.97655 3.47582 -13.76659 0.114
C -2.24752 10.91861 -5.17570 0.641
Cl -2.37123 10.80576 -6.92798 -0.090
Cl -0.56730 11.13894 -4.68154 -0.130
Cl -3.26337 12.21649 -4.54667 -0.134
H -2.59454 9.98532 -4.75766 -0.271
C 0.19654 8.38501 -9.28937 0.113
Cl -0.90971 7.73871 -8.07338 -0.092
Cl 0.99280 9.83664 -8.67718 -0.095
Cl 1.37409 7.16270 -9.77004 -0.094
H -0.38134 8.65793 -10.15910 0.159
C 1.70078 10.82534 -12.80444 0.063
Cl 0.01125 10.43101 -12.46228 -0.129
Cl 2.79758 10.02214 -11.68093 -0.099
Cl 2.09853 10.41885 -14.47224 -0.117
H 1.81967 11.89256 -12.68267 0.290
C -12.61086 1.40026 -1.34321 -0.005
Cl -11.68969 1.69746 0.13311 -0.047
Cl -11.66440 0.43890 -2.48195 -0.125
Cl -14.14552 0.61319 -0.98167 -0.118
H -12.82282 2.35375 -1.80591 0.296
C 7.43138 -13.04540 10.77245 0.265
Cl 8.10721 -12.38631 12.26162 -0.118
Cl 8.58118 -14.12711 9.98576 -0.120
Cl 5.90534 -13.87105 11.08718 -0.120
H 7.23386 -12.22069 10.10231 0.091
```

As for the total charge: +1. The orbital gap is 8.475 eV. The calculation puts the calculated total energy at -24972.88135 Eh.



Entry 3:
The following is a quantum chemistry calculation of one molecule with the formula C5H11NO, from the Open Molecules 2025 dataset.

The geometry in XYZ format:
```
18
Properties=species:S:1:pos:R:3:mulliken_charge:R:1
C -2.42629 -2.18677 -0.57504 -0.698
C -1.71948 -1.13601 -0.15520 -0.268
C -0.25855 -1.12475 0.17373 -0.366
C 0.13289 0.13631 0.96584 -0.864
N 0.45062 1.23258 0.06525 -0.201
C 1.81276 1.52298 -0.35127 -0.375
O 2.10154 2.87360 -0.08524 -0.515
H -3.07162 -2.26394 -1.43672 0.247
H -2.11350 -3.15129 -0.16658 0.254
H -2.19505 -0.15227 -0.22929 0.309
H -0.30884 -1.98564 0.87639 0.274
H 0.49250 -1.43180 -0.53664 0.330
H -0.70589 0.36071 1.61661 0.435
H 1.03898 -0.03157 1.55449 0.364
H -0.20443 1.99506 0.13376 0.211
H 1.80857 1.16190 -1.38322 0.318
H 2.48170 0.93356 0.28843 0.224
H 2.68410 3.24735 -0.75529 0.322
```

The structure (SMILES) is C=CCCNCO. As for the total charge: 0. The orbital gap is 9.251 eV. The calculation puts the calculated total energy at -327.00436 Eh. As for the relative energy (zero: lowest compared OMol25 entry of this formula, charge and spin): 333.41 kJ/mol.



Entry 4:
The following is a quantum chemistry calculation of C3H9N3O3P as an isolated structure, from the Open Molecules 2025 dataset.

The geometry in XYZ format:
```
19
Properties=species:S:1:pos:R:3:mulliken_charge:R:1
C 0.40086 1.31528 -1.45013 -0.635
C -1.25452 -0.45212 -1.38707 -0.557
C 0.89819 -0.38862 0.27289 -0.341
N -1.02940 0.98421 -1.52080 -0.473
N 1.02856 0.93563 -0.17324 -0.327
N -0.84023 -0.92379 -0.06877 -0.559
O 2.15624 0.24078 2.48422 -0.733
O -0.46789 0.11513 2.35027 -0.500
O 0.78835 -1.99790 2.65267 -0.771
P 0.97811 -0.56210 2.15644 0.725
H 0.95915 0.74239 -2.28240 0.286
H 0.55632 2.35012 -1.43816 0.407
H -2.34003 -0.68150 -1.37240 0.322
H -0.75889 -0.83011 -2.26026 0.355
H 1.37818 -1.08280 -0.34068 0.611
H -1.42824 1.38119 -0.62793 0.313
H 0.63015 1.42639 0.68019 0.330
H -0.96343 -0.70465 2.25758 0.344
H -0.69148 -1.86752 0.06757 0.203
```

As for the total charge: -1. The orbital gap is 8.553 eV. The calculation puts the calculated total energy at -851.14601 Eh. As for the relative energy (zero: lowest compared OMol25 entry of this formula, charge and spin): 270.02 kJ/mol.



Entry 5:
The following is a quantum chemistry calculation of C10H12GaN2O5 as an isolated structure, from the Open Molecules 2025 dataset.

The geometry in XYZ format:
```
30
Properties=species:S:1:pos:R:3:mulliken_charge:R:1
Ga 0.40312 -1.58967 -2.59210 1.187
O -1.27737 3.99016 -2.50258 -0.129
C -1.03258 2.96519 -2.92800 0.125
C 2.33871 -1.42503 -2.97139 0.522
O 3.50795 -1.25059 -2.92559 -0.056
C -1.77081 -2.03231 -2.87131 0.244
O -2.84815 -2.39694 -2.61692 -0.059
C -0.14979 -0.21443 -5.25978 0.061
O -0.28925 0.10770 -6.35263 0.014
C 2.54098 0.51017 0.70682 -0.874
N 1.20397 0.22427 1.22416 0.225
C 1.13270 0.24420 2.65961 -0.486
C -0.25423 0.23611 3.26873 -0.698
C -1.21638 -0.45133 2.36076 -0.495
N -1.10154 0.06352 1.00969 0.228
C -2.20298 -0.14119 0.08239 -0.688
C 0.11529 0.20800 0.42693 0.518
O 0.22167 0.25081 -0.83921 -0.729
H 2.65701 0.45636 -0.38137 0.286
H 3.21179 -0.20657 1.19323 0.375
H 2.82589 1.52375 1.02146 0.388
H 1.62974 -0.67409 3.00624 0.386
H 1.76792 1.08155 2.98480 0.376
H -0.61432 1.24275 3.50226 0.362
H -0.13546 -0.30152 4.21738 0.358
H -2.24536 -0.32738 2.69668 0.406
H -0.98176 -1.52410 2.39696 0.323
H -2.13439 -1.13032 -0.42103 0.174
H -3.14842 -0.02986 0.64339 0.342
H -2.15396 0.59079 -0.73959 0.315
```

As for the total charge: +3. The orbital gap (spin up / spin down) is 6.767 / 6.055 eV. The calculation puts the calculated total energy at -2797.44102 Eh.



Entry 6:
The following is a quantum chemistry calculation of one molecule with the formula C4H5N3, from the Open Molecules 2025 dataset.

The geometry in XYZ format:
```
12
Properties=species:S:1:pos:R:3:mulliken_charge:R:1
H 0.37087 2.50703 0.57546 0.220
N 0.20514 1.53566 0.34701 -0.549
C -0.97112 1.16276 0.64907 0.010
N -1.55934 -0.00074 0.12533 -0.584
C -0.80615 -0.62446 -0.68609 -0.074
C 0.63335 -0.93234 -0.61084 -0.112
C 1.53272 -0.66140 0.49976 0.221
N 2.29081 -0.70798 1.37353 -0.426
H -1.71199 1.78215 1.15041 0.390
H -1.24946 -1.15251 -1.53195 0.393
H 1.16654 -0.99665 -1.56837 0.324
H 0.09863 -1.91151 -0.32331 0.187
```

The structure (SMILES) is [H]/N=C/N=C\CC#N. As for the total charge: 0. The orbital gap is 10.031 eV. The calculation puts the calculated total energy at -319.58406 Eh. As for the relative energy (zero: lowest compared OMol25 entry of this formula, charge and spin): 336.47 kJ/mol.